Computed, not measured: an isolated molecule of C2H2BrCl2I at a distorted geometry, with ωB97M-V/def2-TZVPD.

Computed properties:
Relative energy (zero: lowest compared OMol25 entry of this formula, charge and spin), kcal/mol: 0.0
SMILES: ClC(Cl)(Br)CI
HOMO, eV: -9.819
Gap between HOMO and LUMO, eV: 9.9691
E_LUMO, eV: 0.150
Calculated total energy, a.u.: -3869.48631

Structure (XYZ):
```
8
Properties=species:S:1:pos:R:3:forces:R:3:mulliken_charge:R:1
Cl -1.4638 0.7099 1.3461 0.007 0.178 -0.232 -0.09
C -0.5320 0.5663 -0.1605 1.736 -1.375 1.002 0.23
Cl -1.5636 0.0153 -1.4652 0.094 0.081 -0.052 -0.08
Br 0.2788 2.2954 -0.5910 -0.121 -0.375 0.020 -0.04
C 0.7049 -0.4967 0.1236 -1.719 1.509 -0.960 -1.02
I -0.0181 -2.4225 0.6316 0.168 0.064 0.009 0.14
H 1.2702 -0.5688 -0.8049 -0.048 -0.064 0.122 0.42
H 1.3236 -0.0989 0.9203 -0.117 -0.019 0.090 0.43
```
Forces are in eV/Å.